# 1
Computed, not measured: 2 unconnected molecules or ions with the total composition C7H16 in a non-equilibrium geometry, with wB97M-V/def2-TZVPD.

Structure (XYZ):
```
23
Properties=species:S:1:pos:R:3:forces:R:3
C 1.51102 -1.91812 -1.08251 -2.890 3.512 -1.320
C 1.56969 -1.03550 0.19091 2.975 2.202 -0.340
C 1.15289 0.47507 -0.23647 -4.779 -4.893 2.253
C 0.72916 1.50016 0.76436 -0.066 1.749 -0.640
C -0.14453 2.68267 0.07995 1.825 1.375 1.538
H 0.34226 -2.04946 -1.39802 2.978 -0.239 0.534
H 1.99893 -1.20228 -1.95209 -0.980 -2.400 2.021
H 2.03995 -2.78104 -0.78649 0.398 -1.401 -0.763
H 2.74058 -0.94370 0.22804 -1.909 -0.441 1.251
H 1.06912 -1.42162 1.16077 0.898 0.659 -1.773
H 1.75817 0.96257 -0.86884 2.636 1.027 -2.630
H 0.23888 0.07895 -0.79221 0.572 1.499 0.082
H 1.64222 1.97187 1.15419 -0.210 0.039 0.087
H 0.16626 1.21807 1.64310 -0.124 -0.889 -0.029
H -0.82683 2.30436 -0.83399 1.500 1.244 2.370
H -0.63496 3.01627 1.11460 -0.003 -0.027 -2.979
H 0.66717 3.65978 -0.18932 -2.727 -2.994 0.258
C -2.61822 -0.27693 0.35674 2.909 -2.161 -2.327
C -2.40030 -1.59722 0.00993 -0.425 1.534 1.978
H -1.91822 0.57647 0.06098 -1.315 -1.329 0.380
H -3.48223 -0.12608 0.91160 -1.274 0.858 1.065
H -1.48262 -1.94500 -0.55791 -1.534 0.280 0.815
H -3.11699 -2.29995 0.60821 1.544 0.795 -1.831
```
Positions in Å, forces in eV/Å.

**Kohn-Sham gap**: 11.120 eV
**HOMO**: -10.0 eV
**Largest force on an atom**: 7.2 eV/Å
**DFT total energy**: -7514.0417 eV
**Structure (SMILES)**: CCCCC.C=C
**Charge**: 0

Löwdin population analysis, charges in e, atoms 1 to 6: number 1, C, carries -0.1550; number 2, C, carries -0.2652; number 3, C, carries -0.2552; number 4, C, carries -0.3151; number 5, C, carries -0.1421; number 6, H, carries 0.0860

=====

# 2
Computed, not measured: a molecular structure, C7H16Cl2EuN2O3P in a non-equilibrium geometry, with wB97M-V/def2-TZVPD.

Structure (XYZ):
```
32
Properties=species:S:1:pos:R:3:forces:R:3
C -3.02711 1.11851 -0.57710 -0.639 -1.791 0.169
C -1.69921 1.63894 -0.43620 1.936 7.174 -0.464
H -3.64345 1.88441 -1.06838 0.379 0.225 -0.024
H -3.45199 0.89375 0.42437 0.324 -0.021 -0.363
H -3.00638 0.18696 -1.16629 -0.151 0.189 0.281
O -1.03185 2.60545 -0.39374 -2.283 -5.650 0.059
Cl -2.31880 -2.05563 0.55947 0.818 0.621 -0.033
Eu 0.03657 -0.98170 0.60060 1.302 -0.525 0.235
P 0.06824 -0.73468 -2.36273 -0.109 -0.915 -1.185
C 1.24175 0.11560 -3.44959 0.320 0.600 0.310
C 0.63532 -2.48457 -2.54897 0.078 0.015 0.647
H -2.17297 -1.42635 -2.88491 0.022 0.042 -0.176
H -1.22937 -1.18233 -4.38509 0.022 0.112 0.236
H -1.84435 0.22506 -3.46976 -0.079 -0.099 -0.192
C -1.43650 -0.78643 -3.38430 -0.397 0.224 0.404
H 0.19448 -3.12676 -1.76742 0.107 0.042 -0.392
H 0.33134 -2.84821 -3.53893 0.068 0.076 0.265
H 1.22078 -0.27284 -4.47280 -0.159 -0.124 0.231
H 2.25432 0.00235 -3.05426 -0.046 0.019 -0.045
H 1.72755 -2.52111 -2.44381 -0.301 -0.037 -0.020
H 1.01008 1.18232 -3.48256 0.063 0.006 -0.085
C 1.69952 1.38358 -0.43280 2.072 2.629 -0.171
O 2.39967 2.27726 -0.59318 -2.031 -2.707 0.404
Cl 2.46609 -1.82764 0.52780 -1.041 0.291 0.086
N -0.02743 1.26344 4.33356 0.332 -0.352 -0.858
C 0.71459 0.62672 3.40230 0.345 0.251 1.979
N 1.81894 -0.00106 3.84591 -0.620 0.315 -0.135
O 0.36296 0.63817 2.18125 -0.352 -0.682 -0.436
H 0.23666 1.27141 5.31365 -0.282 0.106 -0.378
H -0.88052 1.69282 4.01314 0.078 0.116 0.366
H 2.38130 -0.52906 3.19915 0.245 -0.001 -0.010
H 2.07143 0.03623 4.83533 -0.024 -0.150 -0.705
```
Positions in Å, forces in eV/Å.

**Kohn-Sham gap (alpha / beta)**: 6.265 / 6.307 eV
**HOMO (alpha / beta)**: -16.6 / -16.6 eV
**Largest force on an atom**: 7.4 eV/Å
**DFT total energy**: -70290.5249 eV
**2S+1**: 7
**Charge**: +2

Löwdin population analysis, charges in e, atoms 1 to 6: number 1, C, carries 0.0114; number 2, C, carries -0.0435; number 3, H, carries 0.1581; number 4, H, carries 0.1395; number 5, H, carries 0.0705; number 6, O, carries 0.3101

=====

# 3
Computed, not measured: a molecular structure, C7H16LiO3SSe2 in a non-equilibrium geometry, with wB97M-V/def2-TZVPD.

Structure (XYZ):
```
30
Properties=species:S:1:pos:R:3:forces:R:3
Li 0.65633 -0.59070 0.34318 -0.118 -0.461 0.613
O 2.08034 -2.54728 3.99510 0.024 0.032 0.172
C 0.86702 -2.60284 3.23693 -0.172 0.093 -0.096
C -0.16324 -1.55525 3.67783 0.115 -0.049 0.331
C -0.67780 -1.94883 5.08682 -0.080 0.036 -0.166
O 0.30388 -1.95573 6.11218 0.018 -0.082 -0.001
C -1.41222 -1.55085 2.77362 -0.090 -0.065 -0.126
Se -1.29229 -1.97856 0.84486 0.064 0.068 -0.188
C 0.46813 -0.16080 3.80691 0.162 0.135 -0.164
Se 1.74942 0.43440 2.41760 -0.105 -0.107 -0.140
H 2.52809 -1.73375 3.70047 -0.072 -0.014 -0.050
H 0.45016 -3.60537 3.36329 0.045 -0.010 0.022
H 1.08487 -2.46936 2.18089 0.001 -0.031 -0.045
H -1.14772 -2.94059 5.00608 0.015 0.030 0.017
H -1.45446 -1.24144 5.39674 0.012 -0.002 0.003
H 1.11587 -2.29878 5.70727 0.039 0.061 -0.055
H -1.87803 -0.56783 2.83479 -0.009 -0.005 0.131
H -2.13501 -2.27201 3.16068 0.015 -0.009 0.051
H 1.01488 -0.09668 4.74438 -0.033 -0.021 0.034
H -0.31983 0.59128 3.83968 -0.081 -0.069 0.069
C 2.25077 2.60093 -2.04650 -0.239 -0.197 0.256
S 1.37027 1.80595 -0.66160 0.184 1.224 -0.435
C -0.23823 2.56672 -1.01356 0.238 -0.184 0.163
O 1.23249 0.38555 -1.09358 0.012 -0.343 -0.416
H 1.73318 2.37254 -2.97735 0.018 0.000 -0.018
H 3.25595 2.18504 -2.05760 -0.002 0.004 0.004
H 2.29166 3.67493 -1.86686 0.006 -0.006 -0.005
H -0.16513 3.64338 -0.86081 -0.003 -0.018 0.024
H -0.94686 2.12870 -0.31201 0.013 0.012 0.021
H -0.52633 2.32583 -2.03576 0.021 -0.020 -0.007
```
Positions in Å, forces in eV/Å.

**Kohn-Sham gap**: 5.644 eV
**HOMO**: -3.4 eV
**Largest force on an atom**: 1.3 eV/Å
**DFT total energy**: -155396.2655 eV
**Charge**: -1

Löwdin population analysis, charges in e, atoms 1 to 6: number 1, Li, carries 0.3204; number 2, O, carries -0.1166; number 3, C, carries -0.2724; number 4, C, carries -0.5809; number 5, C, carries -0.2366; number 6, O, carries -0.0817

=====

# 4
Computed, not measured: 2 unconnected molecules or ions with the total composition C7H16N, with wB97M-V/def2-TZVPD.

Structure (XYZ):
```
24
Properties=species:S:1:pos:R:3:forces:R:3
C 2.35415 -1.88227 2.41090 -0.034 0.069 -0.104
C 1.39591 -2.20837 1.54995 -0.190 0.062 0.181
C 0.01684 -1.75431 1.73828 -0.144 -0.028 -0.065
C -1.00721 -2.17340 0.99210 0.168 -0.043 -0.337
H 2.10911 -1.28193 3.27821 0.103 0.041 0.041
H 3.38263 -2.18845 2.28858 -0.005 -0.083 0.004
H 1.58067 -2.82951 0.68051 0.128 -0.040 0.028
H -0.16240 -1.05013 2.54674 0.054 0.037 0.019
H -2.01986 -1.80357 1.09648 -0.041 -0.139 0.311
H -0.84580 -2.93643 0.23627 -0.053 0.061 -0.047
C 0.09959 2.52727 -0.45098 0.387 -0.412 -0.198
C -0.86396 1.71498 -1.30109 0.394 -0.024 0.080
C -0.18869 1.21498 -2.57082 0.058 0.355 -0.044
N -1.25778 0.48505 -0.50639 0.385 -0.349 -0.413
H -0.28531 2.81451 0.52543 -0.154 0.197 -0.100
H 1.00052 1.92297 -0.29498 -0.058 0.018 0.135
H 0.44487 3.38911 -1.01708 -0.233 0.211 0.133
H -1.78179 2.25709 -1.52080 -0.073 -0.070 0.049
H 0.81867 0.85911 -2.34789 -0.082 -0.228 0.015
H -0.05840 2.04578 -3.26262 -0.102 0.028 -0.005
H -0.76206 0.44594 -3.08837 -0.007 -0.025 0.000
H -1.79453 0.66369 0.34153 -0.117 0.081 -0.077
H -1.74676 -0.18060 -1.10876 -0.386 0.132 0.179
H -0.42842 -0.05149 -0.21522 0.002 0.152 0.215
```
Positions in Å, forces in eV/Å.

**Kohn-Sham gap**: 9.268 eV
**HOMO**: -12.5 eV
**Largest force on an atom**: 0.7 eV/Å
**DFT total energy**: -9001.1675 eV
**Charge**: +1

Löwdin population analysis, charges in e, atoms 1 to 6: number 1, C, carries 0.0393; number 2, C, carries -0.1933; number 3, C, carries -0.2121; number 4, C, carries -0.0282; number 5, H, carries 0.0678; number 6, H, carries 0.0676

=====

# 5
Computed, not measured: a molecular structure, C7H16N2 in a non-equilibrium geometry, with wB97M-V/def2-TZVPD.

Structure (XYZ):
```
25
Properties=species:S:1:pos:R:3:forces:R:3
C -0.90573 0.38375 0.93667 0.952 2.948 -0.929
C 1.24151 -1.61136 -0.15888 0.094 2.584 -1.392
C -2.21293 0.28026 0.15265 0.061 -1.013 0.018
C -1.10549 0.92817 2.33616 0.097 -0.415 0.225
C 0.03873 0.04434 -2.01113 0.098 0.094 0.222
C 2.17040 0.88818 -0.98394 -0.147 -0.284 0.044
C 0.84282 0.18684 -0.71449 0.637 -1.880 -0.415
N 0.31617 -2.10230 0.74362 -2.857 1.317 0.871
N 0.26854 0.66880 0.42898 -1.176 -0.869 1.817
H -0.61442 -1.45015 0.70480 2.160 -1.901 -0.101
H 0.58992 -1.85860 1.69243 0.245 -0.231 -0.037
H 1.20528 -2.10499 -1.12984 0.123 -0.034 0.082
H 2.24493 -1.49681 0.24375 -0.017 -0.157 -0.095
H -1.60599 1.90101 2.31079 -0.137 -0.111 -0.115
H -2.25374 -0.64532 -0.42152 -0.240 0.085 -0.156
H -3.05575 0.26666 0.84205 -0.001 0.021 0.006
H -2.33679 1.12217 -0.52978 0.146 -0.034 0.068
H -0.14405 1.07589 2.82449 -0.005 -0.103 -0.026
H -1.71795 0.24469 2.93032 -0.042 0.102 0.067
H 0.68438 -0.34552 -2.79731 -0.013 -0.062 -0.030
H -0.82327 -0.60554 -1.91122 -0.024 -0.142 -0.035
H 1.99918 1.86339 -1.44568 -0.010 0.027 -0.007
H 2.70009 1.04072 -0.04550 0.037 -0.003 -0.009
H 2.79014 0.30128 -1.66319 0.040 -0.008 -0.028
H -0.31600 1.02446 -2.33423 -0.022 0.068 -0.043
```
Positions in Å, forces in eV/Å.

**Kohn-Sham gap**: 9.312 eV
**HOMO**: -8.5 eV
**Largest force on an atom**: 3.3 eV/Å
**DFT total energy**: -10496.6809 eV
**Charge**: 0

Löwdin population analysis, charges in e, atoms 1 to 6: number 1, C, carries -0.4097; number 2, C, carries -0.1597; number 3, C, carries -0.0498; number 4, C, carries -0.0625; number 5, C, carries -0.0602; number 6, C, carries -0.0694

=====

# 6
Computed, not measured: 2 unconnected molecules or ions with the total composition C7H16N2O2 in a non-equilibrium geometry, with wB97M-V/def2-TZVPD.

Structure (XYZ):
```
27
Properties=species:S:1:pos:R:3:forces:R:3
C 1.76511 -1.47433 -0.42588 -0.036 0.011 0.585
C 1.34457 -0.40620 0.63905 -0.624 -2.690 -1.747
N 1.26900 0.90040 -0.01775 1.105 0.946 1.872
C 2.62689 1.30350 -0.45327 -2.915 0.733 -3.380
C 0.62430 1.88365 0.76679 -0.687 -1.612 1.028
C -0.72344 1.37850 1.35395 0.889 0.506 -2.262
O 1.05656 2.97308 1.03302 0.311 0.401 -0.606
H 1.39956 -2.49097 -0.27167 0.415 -0.086 1.155
H 2.84658 -1.39853 -0.40296 0.127 -0.687 -0.857
H 1.28811 -1.40086 -1.39265 0.284 1.152 -0.506
H 0.40874 -0.80713 1.00074 -0.553 0.726 0.217
H 2.06227 -0.58132 1.44614 0.101 1.009 0.201
H 2.42840 1.98543 -1.30698 0.007 1.072 1.030
H 3.23710 1.79857 0.27085 0.793 -0.453 0.361
H 2.83922 0.57700 -1.23080 1.637 -1.062 1.173
H -1.36269 2.25587 1.28584 -0.173 -0.079 1.057
H -1.09964 0.70604 0.58180 -0.226 -0.259 0.334
H -0.55160 0.83536 2.27461 -0.394 0.432 0.365
C -2.27769 -2.02823 0.55525 0.298 0.727 1.014
C -1.87776 -1.65019 -0.85316 -0.288 0.726 0.202
N -2.51805 -0.50897 -1.29032 0.438 -0.626 0.183
O -1.08059 -2.23892 -1.54385 0.319 -0.066 0.187
H -1.50790 -2.52069 1.14812 -0.144 -1.314 -0.847
H -3.27161 -2.47280 0.51307 0.232 -0.446 0.405
H -2.30927 -1.17340 1.24742 -0.701 0.504 -0.799
H -2.06716 0.00630 -2.01938 -0.338 0.063 -0.471
H -3.38133 -0.21736 -0.87588 0.122 0.372 0.106
```
Positions in Å, forces in eV/Å.

**Kohn-Sham gap**: 10.091 eV
**HOMO**: -9.4 eV
**Largest force on an atom**: 4.5 eV/Å
**DFT total energy**: -14592.5444 eV
**Structure (SMILES)**: CCN(C)C(C)=O.CC(N)=O
**Charge**: 0

Löwdin population analysis, charges in e, atoms 1 to 6: number 1, C, carries -0.0973; number 2, C, carries -0.2278; number 3, N, carries -0.1119; number 4, C, carries -0.0522; number 5, C, carries -0.4864; number 6, C, carries -0.0009